Below is a molecular structure, C26H37AlBCl2F7KN6O12S3, with properties calculated with the ωB97M-V functional and the def2-TZVPD basis.

The geometry in XYZ format:
```
96
Properties=species:S:1:pos:R:3:forces:R:3
C -1.76417 -0.40542 1.85746 -0.95 -1.80 0.01
C -1.11415 -1.65019 1.11544 2.32 0.62 -0.24
Cl -2.21917 -3.04834 0.68646 1.39 2.04 0.26
C 0.25801 -1.68755 0.81266 -2.74 -1.26 -0.14
Cl 0.85328 -3.22113 -0.02019 -0.38 1.95 1.09
B 1.34534 -0.53704 1.16219 -0.01 0.45 -1.01
C 1.30334 1.01630 0.70900 0.93 0.46 0.43
C 1.60668 1.29182 -0.85080 -1.12 0.56 -0.36
C 0.96935 0.23652 -1.86933 1.14 0.48 -0.76
C 2.10328 -0.81354 -2.30535 -0.02 0.73 -0.19
O 1.58974 -1.76497 -3.27757 0.41 1.40 0.47
N 2.55404 -0.99173 1.97784 -3.24 -3.21 3.59
C 2.17747 -1.76365 2.91956 1.78 2.08 -1.06
S 1.84070 -2.60342 4.31461 -0.70 0.89 -1.82
H -1.63966 -0.46021 3.00195 0.13 0.18 -1.75
H -2.92755 -0.50307 1.68880 2.75 -1.09 0.66
H -1.46611 0.62777 1.42519 1.30 -3.03 1.12
H 2.14184 1.54946 1.29449 -1.39 -0.68 -0.77
H 0.34416 1.56869 0.97340 1.08 -0.85 -0.27
H 2.72415 1.43252 -1.01130 -1.44 -0.44 0.14
H 1.12002 2.30668 -1.09382 0.93 -1.46 0.57
H 0.71080 0.82491 -2.82816 0.35 -0.90 1.36
H -0.00454 -0.24001 -1.52687 1.32 0.43 -0.17
H 2.95196 -0.19828 -2.77965 -1.14 -0.88 0.69
H 2.58949 -1.35427 -1.41563 -0.99 0.50 -1.31
H 1.53163 -1.25306 -4.11631 0.15 -0.74 0.74
K -3.21848 1.40366 1.20509 -3.36 4.02 -0.73
N 1.63966 4.81729 -0.12746 -0.07 0.59 -0.24
C 0.85207 5.23168 -1.13502 0.28 -0.30 0.43
C 0.87800 6.51542 -1.65575 0.05 0.04 0.05
C 1.76392 7.42968 -1.10548 0.01 0.11 -0.04
C 2.58713 7.02959 -0.06351 -0.08 0.02 -0.08
C 2.48851 5.72259 0.38462 -0.26 -0.48 -0.07
H 0.17335 4.48218 -1.53051 0.00 0.05 -0.08
H 0.22152 6.79327 -2.47088 0.02 -0.05 0.03
H 1.81261 8.44420 -1.48518 0.00 -0.06 0.02
H 3.29003 7.71698 0.38986 -0.02 -0.06 -0.01
H 3.11426 5.36210 1.19474 0.01 0.07 -0.02
C -2.05086 3.65521 -3.26470 0.11 0.02 -0.31
O -1.77600 2.47567 -2.51626 0.01 -0.34 0.35
H -2.43126 4.42175 -2.58894 0.01 -0.14 0.03
H -1.13325 4.01392 -3.73767 -0.10 0.13 -0.07
H -2.80348 3.44039 -4.02696 -0.01 0.21 -0.02
H -1.44211 1.81638 -3.13704 -0.02 0.10 0.19
C -3.42724 -4.51751 3.31202 -0.12 -0.02 0.21
C -4.71257 -4.68711 3.82643 0.16 -0.22 0.15
C -4.98898 -5.75418 4.66989 -0.46 0.23 0.00
C -3.96471 -6.64874 4.99772 0.01 0.37 -0.43
C -2.67516 -6.48728 4.47813 0.49 -0.09 -0.10
C -2.41302 -5.41768 3.63382 -0.10 -0.01 0.12
N -4.24372 -7.76193 5.90404 -1.73 -1.49 -2.45
O -5.38392 -7.88203 6.32596 0.70 0.20 0.22
O -3.30898 -8.50866 6.20066 0.14 0.50 0.55
H -3.21152 -3.67742 2.65656 -0.11 -0.32 0.35
H -5.49650 -3.98297 3.57019 0.05 -0.13 0.07
H -5.99219 -5.87534 5.06388 0.16 -0.14 0.01
H -1.87610 -7.17921 4.72354 -0.19 -0.04 -0.02
H -1.41705 -5.27981 3.22729 -0.10 -0.03 0.08
F -0.27969 -2.64196 5.10857 1.27 0.19 -0.79
Al -3.32928 -6.39658 7.37164 0.96 1.05 1.69
C -1.36627 4.51182 4.59482 -0.01 0.07 -0.04
O -2.07284 3.68800 4.02613 0.01 -0.26 -0.24
N -0.71502 4.24028 5.75199 0.14 -0.46 0.41
N -1.17560 5.76481 4.11601 -0.12 0.34 -0.46
H -0.13223 4.90033 6.23363 -0.07 -0.02 -0.04
H -0.83252 3.31899 6.13953 0.02 0.18 -0.02
H -1.64355 6.00453 3.25779 0.08 0.01 0.16
H -0.60159 6.45405 4.56625 -0.05 -0.06 -0.01
C 4.28027 -4.02100 -3.33207 -1.47 -1.76 0.89
F 3.93526 -3.41172 -2.17735 0.58 0.25 -0.67
F 4.89065 -5.17288 -2.98831 0.20 0.65 -0.27
F 3.12765 -4.37829 -3.93108 0.58 0.44 -0.11
S 5.32431 -2.97825 -4.40620 -0.22 1.67 1.80
O 6.51198 -2.72212 -3.61709 -0.60 -0.54 -0.82
O 4.50884 -1.80551 -4.67512 0.48 -1.08 -0.27
N 5.48570 -4.01375 -5.60165 0.24 0.94 0.22
S 6.36445 -3.44671 -6.80332 1.64 1.04 -2.16
O 7.77656 -3.27066 -6.53032 -1.18 -0.37 0.38
O 5.75805 -2.39095 -7.59071 -0.10 -0.85 0.96
C 6.28330 -4.92268 -7.87234 -0.35 -2.16 -1.08
F 5.01592 -5.23616 -8.21133 0.32 0.54 0.34
F 6.79043 -6.01662 -7.26903 -0.04 0.72 0.14
F 6.96152 -4.76619 -9.02030 -0.16 0.57 0.75
C -7.27335 1.27074 4.83345 -0.43 0.03 0.39
C -7.11730 2.06941 3.54847 0.02 -0.74 1.07
O -8.04957 2.86185 3.29022 0.74 -0.06 -0.61
O -6.07194 1.84234 2.89478 0.07 0.49 -0.90
H -8.20421 1.52032 5.34814 0.07 -0.04 -0.02
H -7.28012 0.20238 4.60486 0.04 0.07 -0.09
H -6.43849 1.48583 5.50450 0.02 0.03 -0.13
C 1.48786 3.38442 -6.02743 0.22 0.20 -0.03
O 1.20604 4.19857 -4.89575 -0.10 0.13 0.23
H 0.79826 2.54005 -6.03342 0.02 0.11 0.07
H 1.35467 3.96550 -6.94299 0.02 -0.20 -0.11
H 2.51344 3.01229 -5.96856 -0.06 -0.13 -0.18
H 1.82782 4.93615 -4.91356 -0.15 -0.13 0.09
```
Forces are in eV/Å.

Calculated total energy, eV: -161220.9406
2S+1: 1
Lowest unoccupied orbital energy, eV: -8.94
Total charge: +1
Orbital gap, eV: 1.13
Highest occupied orbital energy, eV: -10.0658

Atomic partial charges in e from the Mulliken method, atoms 1 to 4: number 1, C, carries -1.5766; number 2, C, carries 0.4333; number 3, Cl, carries -0.2631; number 4, C, carries 0.5669